Record 1
69
Properties=species:S:1:pos:R:3:forces:R:3:lowdin_charge:R:1 method="wB97M-V/def2-TZVPD" mol_weight_g_mol=496.6 e_above_lowest_kcal_mol=39.7 orbital_gap_ha=0.3057 energy_ev=-43627.954 smiles="Cc1ccc2[nH]c(=O)c(CN(CCc3ccccc3)[C@H](c3nnnn3Cc3ccco3)C(C)C)cc2c1"
C 1.685 5.373 -4.037 0.0 0.0 0.0 -0.051
C 0.920 4.761 -2.905 0.1 -0.1 0.0 -0.277
C 1.491 3.826 -2.069 -0.2 0.1 0.0 0.015
C 0.770 3.261 -1.010 -0.5 0.3 -0.1 -0.140
C -0.562 3.660 -0.802 0.6 0.1 -0.4 -0.181
C -1.143 4.606 -1.648 0.0 0.0 0.0 -0.008
C -0.409 5.143 -2.679 0.0 -0.2 0.2 -0.035
H -0.861 5.876 -3.331 -0.1 0.1 -0.1 0.117
H -2.167 4.910 -1.485 -0.1 0.0 0.0 0.113
N -1.255 3.105 0.239 -0.4 0.0 0.2 0.180
C -0.773 2.169 1.120 -0.1 0.3 -0.2 -0.405
O -1.498 1.754 2.017 -0.2 -0.2 0.2 0.025
C 0.605 1.754 0.895 0.4 0.1 0.0 -0.091
C 1.320 2.295 -0.117 -0.3 -0.2 0.4 0.048
H 2.348 1.996 -0.264 0.2 -0.1 0.0 0.116
C 1.185 0.691 1.792 -0.1 0.0 -0.1 -0.110
N 1.102 -0.608 1.139 0.0 0.1 0.1 -0.096
C 2.266 -1.450 1.341 0.4 0.0 -0.1 -0.184
C 3.356 -1.175 0.292 -0.2 -0.1 0.2 -0.119
C 2.927 -1.595 -1.084 0.1 0.1 0.0 -0.235
C 2.741 -2.942 -1.374 0.0 0.0 0.0 -0.052
C 2.324 -3.345 -2.629 0.0 -0.1 0.0 -0.081
C 2.092 -2.406 -3.620 0.0 0.0 -0.1 -0.097
C 2.285 -1.064 -3.347 0.0 0.0 -0.1 -0.089
C 2.699 -0.664 -2.088 0.1 0.0 0.0 -0.057
H 2.847 0.387 -1.888 0.0 0.1 0.1 0.094
H 2.111 -0.324 -4.116 0.0 0.1 -0.1 0.102
H 1.767 -2.720 -4.602 0.0 0.0 -0.1 0.100
H 2.182 -4.396 -2.837 0.0 -0.1 0.0 0.103
H 2.929 -3.682 -0.609 0.0 -0.1 0.1 0.120
H 3.609 -0.114 0.296 0.1 0.0 0.0 0.100
H 4.246 -1.738 0.583 0.1 0.1 0.0 0.121
H 2.695 -1.305 2.345 -0.1 -0.1 0.0 0.127
H 1.960 -2.493 1.273 0.1 0.1 0.1 0.093
C -0.197 -1.256 1.281 0.1 -0.2 -0.5 -0.214
C -0.278 -2.085 2.521 -0.4 0.2 0.7 -0.249
N 0.428 -3.158 2.809 0.1 0.2 -0.9 0.076
N 0.071 -3.535 4.030 0.3 -0.7 0.5 -0.037
N -0.810 -2.764 4.508 -0.8 0.4 0.9 0.044
N -1.069 -1.823 3.595 1.1 -0.5 -0.7 -0.042
C -2.085 -0.824 3.812 -0.7 0.0 0.1 -0.039
C -3.326 -1.142 3.045 0.1 0.8 -0.5 -0.267
C -3.943 -0.465 2.034 0.3 -0.2 0.5 -0.032
C -5.076 -1.238 1.679 -0.1 -0.5 0.2 -0.061
C -5.055 -2.326 2.495 -0.5 0.3 -0.7 -0.116
O -4.002 -2.276 3.326 0.4 -0.2 0.4 0.056
H -5.706 -3.173 2.580 0.0 -0.2 0.1 0.121
H -5.799 -1.015 0.921 -0.2 0.0 -0.1 0.100
H -3.623 0.467 1.617 0.2 0.2 -0.1 0.098
H -2.285 -0.830 4.887 0.1 0.1 -0.1 0.139
H -1.729 0.160 3.495 0.0 -0.2 0.1 0.107
H -0.949 -0.467 1.361 0.0 -0.1 0.0 0.130
C -0.525 -2.082 0.020 -0.3 0.2 0.1 -0.344
C -0.689 -1.129 -1.159 0.2 -0.2 0.1 -0.047
H -1.575 -0.511 -1.024 -0.2 0.1 0.0 0.082
H 0.181 -0.484 -1.238 0.0 0.1 -0.1 0.055
H -0.792 -1.687 -2.087 0.0 0.0 -0.1 0.081
C -1.788 -2.917 0.211 0.2 0.0 0.0 -0.044
H -1.666 -3.637 1.017 -0.1 -0.1 0.1 0.079
H -2.008 -3.467 -0.701 -0.1 -0.1 -0.1 0.083
H -2.640 -2.278 0.438 -0.1 0.0 0.0 0.067
H 0.314 -2.753 -0.182 0.0 0.0 0.1 0.122
H 2.238 0.919 1.972 -0.1 0.0 0.0 0.129
H 0.661 0.707 2.760 0.1 0.0 0.0 0.130
H -2.211 3.405 0.395 0.2 -0.1 0.1 0.167
H 2.515 3.515 -2.222 0.1 0.0 0.0 0.120
H 2.695 4.974 -4.086 0.1 0.0 -0.1 0.075
H 1.743 6.454 -3.914 0.1 0.1 -0.1 0.083
H 1.185 5.173 -4.984 0.0 0.0 -0.1 0.083



Record 2
79
Properties=species:S:1:pos:R:3:forces:R:3:lowdin_charge:R:1 method="wB97M-V/def2-TZVPD" mol_weight_g_mol=643.4 e_above_lowest_kcal_mol=4.4 charge=-1 orbital_gap_ha=0.2651 energy_ev=-72381.748
Ca 0.478 0.039 -0.166 -0.1 -0.2 0.8 1.162
C 2.280 3.242 0.001 0.1 0.1 -0.1 -0.032
C 1.023 3.303 0.803 0.1 0.0 -0.1 -0.349
C 0.502 4.363 1.552 -0.1 0.0 0.1 0.006
C -0.673 3.873 2.090 -0.1 0.0 0.0 -0.280
C -1.646 4.556 2.991 0.0 0.1 0.0 -0.033
N -0.826 2.603 1.665 0.1 0.0 0.0 0.024
N 0.221 2.253 0.884 0.0 0.0 -0.3 0.002
B -1.930 1.593 2.049 -0.2 0.2 0.0 -0.522
N -1.345 0.475 2.925 0.1 -0.1 0.1 0.015
N -0.123 -0.059 2.666 0.1 0.0 -0.2 0.092
C 0.166 -0.854 3.687 0.0 0.0 0.0 -0.347
C 1.481 -1.543 3.823 0.1 0.0 0.0 -0.042
C -0.895 -0.873 4.606 -0.1 0.1 0.0 -0.003
C -1.833 -0.007 4.086 0.0 0.0 0.0 -0.289
C -3.170 0.365 4.630 -0.1 0.0 0.0 -0.032
N -2.646 1.018 0.811 0.1 -0.1 0.0 0.019
N -2.001 0.218 -0.075 -0.1 0.0 -0.3 0.016
C -2.869 -0.061 -1.045 0.1 0.0 0.1 -0.344
C -2.481 -0.863 -2.238 -0.1 -0.1 -0.1 -0.034
C -4.106 0.532 -0.765 0.0 0.1 0.0 0.006
C -3.919 1.211 0.421 0.0 0.1 0.0 -0.282
C -4.891 2.043 1.187 -0.1 0.1 0.0 -0.030
H 2.827 4.183 0.071 0.0 0.0 0.0 0.073
H 2.066 3.045 -1.051 0.0 0.0 0.0 0.058
H 2.942 2.452 0.362 0.0 0.0 0.0 0.075
H 0.918 5.346 1.687 0.0 0.0 0.0 0.099
H -1.314 5.575 3.182 0.0 0.0 0.0 0.074
H -1.734 4.041 3.948 0.0 0.0 0.0 0.079
H -2.643 4.599 2.550 0.0 0.0 0.0 0.071
H -2.750 2.197 2.674 -0.1 0.0 0.1 0.101
H 2.206 -1.132 3.125 0.0 0.0 0.0 0.062
H 1.409 -2.614 3.627 0.0 0.0 0.0 0.068
H 1.861 -1.419 4.839 0.0 0.0 0.0 0.075
H -0.957 -1.417 5.533 0.0 0.0 0.0 0.099
H -3.298 -0.072 5.620 0.0 0.0 0.0 0.074
H -3.974 -0.003 3.989 0.0 0.0 0.0 0.079
H -3.291 1.446 4.714 0.0 0.0 0.0 0.068
H -1.715 -1.595 -1.998 0.1 0.0 0.0 0.036
H -2.090 -0.224 -3.033 0.0 0.0 0.0 0.076
H -3.344 -1.400 -2.636 0.0 0.0 0.0 0.077
H -5.006 0.485 -1.354 0.0 0.0 0.0 0.101
H -5.829 2.108 0.634 0.0 0.0 0.0 0.076
H -4.516 3.055 1.340 0.0 0.0 0.0 0.073
H -5.105 1.624 2.172 0.0 0.0 0.0 0.072
O 0.425 2.085 -3.345 0.0 0.1 0.2 0.057
B 0.754 0.866 -2.672 0.0 -0.2 -0.4 -0.412
O 0.943 -0.099 -3.745 0.0 0.1 0.2 0.002
C 0.711 0.526 -4.926 0.0 0.1 -0.2 -0.249
C 0.757 0.016 -6.206 0.0 0.1 0.1 -0.006
C 0.469 0.896 -7.249 0.0 0.0 -0.1 -0.116
C 0.152 2.227 -7.004 0.0 0.0 -0.1 -0.116
C 0.110 2.735 -5.706 0.0 -0.1 0.1 -0.007
C 0.396 1.857 -4.681 0.0 0.0 -0.2 -0.247
H 1.004 -1.022 -6.386 0.0 0.0 0.0 0.112
H 0.494 0.535 -8.270 0.0 0.0 0.0 0.090
H -0.068 2.883 -7.837 0.0 0.0 0.0 0.090
H -0.137 3.767 -5.501 0.0 0.0 0.0 0.111
N 1.528 -6.019 -1.186 0.1 0.1 0.1 0.125
N 1.257 -4.698 -1.546 0.2 -0.2 -0.1 -0.309
N 2.088 -3.996 -2.277 0.0 -0.1 0.0 0.139
C 1.423 -2.849 -2.369 0.1 0.0 0.0 -0.206
N 0.252 -2.894 -1.726 -0.2 0.1 0.0 0.023
N 0.159 -4.099 -1.206 0.0 0.1 0.1 0.057
H 2.508 -6.020 -0.904 0.0 0.0 -0.1 0.087
H 0.977 -6.177 -0.345 0.0 0.0 -0.1 0.087
H 1.783 -1.978 -2.887 0.0 0.0 0.0 0.092
N 5.960 -5.489 1.654 0.0 0.0 0.0 0.117
C 5.208 -4.645 1.428 0.1 -0.1 0.0 -0.215
C 4.267 -3.608 1.130 0.0 -0.1 0.1 -0.272
C 2.899 -3.861 1.246 0.0 0.1 0.0 -0.091
C 1.998 -2.858 0.933 0.0 -0.1 0.1 -0.231
C 2.363 -1.571 0.490 0.0 0.0 -0.1 -0.233
C 3.754 -1.374 0.416 0.1 0.0 -0.1 -0.159
C 4.697 -2.350 0.720 -0.1 0.1 0.0 -0.061
H 2.560 -4.832 1.597 0.0 0.0 0.0 0.102
H 0.944 -3.101 1.059 0.0 0.0 0.0 0.075
H 4.146 -0.414 0.084 0.0 0.0 0.0 0.073
H 5.759 -2.147 0.634 0.0 0.0 0.0 0.105



Record 3
76
Properties=species:S:1:pos:R:3:forces:R:3:lowdin_charge:R:1 method="wB97M-V/def2-TZVPD" mol_weight_g_mol=705.3 e_above_lowest_kcal_mol=0.0 orbital_gap_ha=0.3140 energy_ev=-62280.763 smiles="CCCc1c(CB(O)O)c(C[C@@H](C)I)c2c(c1CCO)C(=O)NC2=O.O=[N+]([O-])c1ccccc1.O=[N+]([O-])c1ccccc1"
C -6.248 4.492 -4.045 0.6 -0.4 -0.1 -0.084
C -5.469 3.693 -2.962 -0.4 0.8 -0.8 -0.215
C -4.211 3.087 -3.605 0.1 0.1 0.5 -0.144
C -3.546 2.008 -2.784 -0.8 0.4 -1.0 -0.086
C -2.635 2.342 -1.802 0.1 1.4 0.2 -0.119
C -2.379 3.813 -1.554 0.2 0.5 0.2 -0.008
B -1.072 4.399 -2.245 0.0 -0.1 0.3 -0.705
O 0.067 4.456 -1.489 0.0 -0.5 -0.2 0.121
O -1.049 4.880 -3.548 -0.1 -0.1 0.1 0.135
C -1.989 1.368 -1.072 0.8 0.5 1.1 -0.190
C -0.948 1.678 -0.035 0.5 -0.2 -0.3 -0.132
C 0.556 1.595 -0.517 -0.8 -0.7 0.8 -0.615
C 1.322 0.430 0.152 0.3 0.3 -0.4 -0.181
I 0.747 1.345 -2.669 0.1 0.3 0.1 0.999
C -2.319 0.083 -1.350 0.4 -1.8 0.4 -0.075
C -3.236 -0.264 -2.306 0.1 -0.9 -0.1 -0.052
C -3.870 0.688 -3.041 -0.9 -0.1 -1.3 -0.090
C -4.874 0.211 -4.070 0.0 -0.6 0.5 -0.089
C -6.250 -0.118 -3.446 0.3 0.2 -0.6 -0.214
O -7.215 0.893 -3.724 -0.2 -0.2 0.1 -0.065
C -3.351 -1.747 -2.375 -0.4 -0.6 -0.6 -0.337
O -4.112 -2.437 -3.027 0.7 0.7 0.8 0.111
N -2.388 -2.290 -1.461 -1.3 1.0 0.4 0.173
C -1.823 -1.188 -0.741 0.9 -0.4 0.8 -0.333
O -1.096 -1.371 0.216 -0.8 0.3 -0.7 0.097
H -5.587 4.629 -4.902 0.0 0.1 -0.1 0.070
H -7.116 3.952 -4.420 -0.2 0.1 0.1 0.069
H -6.516 5.491 -3.713 -0.3 -0.1 0.1 0.068
H -6.112 2.939 -2.516 0.1 -0.1 0.2 0.102
H -5.228 4.421 -2.190 0.2 -0.3 0.3 0.097
H -4.483 2.712 -4.586 0.0 -0.1 -0.1 0.105
H -3.489 3.881 -3.787 0.0 0.1 -0.2 0.110
H -3.228 4.401 -1.889 -0.1 -0.1 0.0 0.085
H -2.295 4.024 -0.487 0.1 -0.2 0.1 0.116
H 0.824 4.364 -2.084 0.2 0.5 0.1 0.089
H -1.349 5.792 -3.591 0.0 0.0 -0.2 0.110
H -1.030 0.948 0.766 -0.1 0.0 0.1 0.105
H -1.141 2.656 0.396 0.2 0.1 -0.1 0.108
H 0.997 2.538 -0.228 0.3 0.2 -0.5 0.063
H 1.639 -0.277 -0.609 0.1 -0.2 0.1 0.026
H 0.701 -0.127 0.846 0.0 0.2 0.1 0.056
H 2.223 0.788 0.648 -0.4 0.0 -0.1 0.044
H -4.497 -0.735 -4.448 0.1 0.1 -0.2 0.106
H -4.987 0.867 -4.927 -0.1 0.1 0.0 0.115
H -6.604 -1.052 -3.877 -0.2 0.0 0.0 0.116
H -6.154 -0.272 -2.370 0.0 0.1 0.1 0.120
H -6.743 1.683 -3.991 0.0 0.1 0.0 0.035
H -2.942 -2.814 -0.784 0.7 -0.9 -0.2 0.159
C 4.784 -4.601 1.093 0.0 0.0 -0.1 -0.068
C 3.626 -3.836 1.054 0.1 -0.1 0.0 -0.054
C 3.698 -2.459 1.186 -0.3 0.0 0.0 0.001
C 4.938 -1.867 1.350 0.0 -0.3 0.0 -0.158
C 6.101 -2.616 1.397 0.3 0.0 0.0 -0.011
C 6.019 -3.992 1.269 -0.1 0.0 -0.2 -0.088
N 5.021 -0.406 1.468 0.0 0.0 0.0 -0.336
O 3.976 0.219 1.444 0.4 -0.1 0.2 0.046
O 6.119 0.095 1.580 0.1 0.0 0.0 0.088
H 4.725 -5.676 0.988 0.0 0.0 0.0 0.112
H 2.665 -4.313 0.919 0.0 0.0 0.0 0.111
H 2.796 -1.864 1.156 0.1 0.1 0.0 0.108
H 7.062 -2.141 1.531 -0.1 0.1 0.0 0.123
H 6.918 -4.590 1.305 0.0 0.0 0.0 0.111
C 4.417 -1.763 7.317 0.0 0.0 0.0 -0.069
C 4.841 -2.912 7.972 0.0 0.1 -0.1 -0.065
C 5.371 -3.968 7.249 0.0 -0.1 0.2 -0.003
C 5.473 -3.854 5.874 -0.1 0.2 0.1 -0.140
C 5.049 -2.719 5.206 0.0 0.1 -0.2 0.008
C 4.517 -1.669 5.935 0.0 0.0 0.1 -0.057
N 6.054 -4.959 5.101 0.0 0.0 0.0 -0.337
O 6.400 -5.954 5.701 0.0 0.0 0.0 0.089
O 6.154 -4.802 3.899 0.1 -0.1 0.2 0.066
H 4.008 -0.939 7.886 0.0 0.0 0.0 0.108
H 4.760 -2.984 9.048 0.0 0.0 0.0 0.108
H 5.701 -4.862 7.757 0.0 -0.1 -0.1 0.120
H 5.130 -2.647 4.130 0.1 -0.1 0.0 0.105
H 4.184 -0.775 5.426 0.0 0.0 0.0 0.110